Record 1
Formula: C32H27Br4FeN4O5S3Se
Source: the OMol25 dataset
Level of theory: wB97M-V/def2-TZVPD

Output
Frontier orbital gap (alpha / beta) ... 5.539 / 5.514 eV
Net charge ... -1

```
77
Properties=species:S:1:pos:R:3:forces:R:3:mulliken_charge:R:1
Fe 0.073 0.947 -1.554 0.3 0.4 0.1 -0.211
Br -1.173 5.535 -6.440 0.0 0.0 0.0 -0.227
C -0.675 4.710 -4.809 0.0 0.0 0.1 0.129
C -0.405 5.474 -3.690 0.0 0.0 -0.1 0.240
Br -0.527 7.364 -3.747 0.0 0.0 0.0 -0.229
C -0.046 4.830 -2.492 0.0 0.0 -0.1 -0.442
Br 0.358 5.802 -0.913 0.0 0.0 0.1 -0.205
C 0.034 3.451 -2.394 0.1 0.0 0.0 -0.332
O 0.370 2.815 -1.299 0.0 0.5 0.1 0.376
C -0.240 2.649 -3.558 0.1 -0.1 -0.1 0.823
O -0.129 1.357 -3.448 -0.2 0.3 0.1 -0.731
C -0.586 3.309 -4.736 0.0 0.0 0.0 -0.127
Br -0.936 2.202 -6.230 0.0 0.0 0.0 -0.187
O -0.300 -3.162 -2.987 0.0 -0.1 0.0 -0.813
C -0.110 -3.772 -1.809 0.0 0.0 0.0 0.376
C -0.090 -5.170 -1.794 0.0 0.0 0.0 -0.651
C 0.080 -5.856 -0.607 0.0 0.0 0.0 -0.376
C 0.230 -5.165 0.593 0.0 0.0 0.0 -0.881
C 0.219 -3.782 0.582 0.0 0.0 0.0 -0.622
C 0.060 -3.067 -0.606 0.0 -0.1 0.0 0.005
C 0.068 -1.587 -0.600 0.1 0.2 0.0 1.005
O -0.156 -0.973 -1.706 -0.2 -0.6 -0.1 -1.079
N 0.319 -0.984 0.537 0.0 -0.1 0.1 -0.467
N 0.311 0.403 0.379 0.0 -0.1 -0.2 2.296
C 0.415 1.038 1.483 -0.6 0.0 0.1 -0.947
S 0.337 0.184 3.030 0.2 0.0 -0.1 -0.095
C 0.933 1.616 3.963 0.0 -0.1 -0.1 0.120
C 0.312 2.873 3.389 -0.1 0.0 -0.2 -0.929
S 0.333 2.794 1.565 0.1 0.0 0.1 0.012
H -0.284 -2.186 -2.811 0.0 0.0 0.0 0.377
H -0.213 -5.691 -2.735 0.0 0.0 0.0 0.465
H 0.095 -6.939 -0.616 0.0 0.0 0.0 0.372
H 0.353 -5.703 1.524 0.0 0.0 0.0 0.419
H 0.323 -3.214 1.497 0.0 0.0 0.0 0.471
H 2.017 1.647 3.866 -0.2 0.0 0.1 -0.449
H 0.672 1.468 5.011 0.0 0.0 0.0 0.554
H 0.885 3.755 3.679 0.0 0.0 0.0 0.425
H -0.721 3.000 3.713 0.0 0.0 0.1 0.424
C -4.135 -4.691 -0.103 0.0 0.0 0.0 -1.724
C -3.751 -3.236 -0.090 0.0 0.0 0.0 1.038
C -3.530 -2.571 1.112 0.0 0.0 0.0 -0.760
C -3.150 -1.238 1.128 0.0 0.0 0.0 -0.399
C -3.015 -0.560 -0.072 0.1 0.0 0.0 0.213
C -3.224 -1.198 -1.283 0.0 0.0 0.0 -0.443
C -3.594 -2.534 -1.282 0.1 0.0 0.0 -0.690
S -2.515 1.166 -0.072 -0.7 -0.1 -0.1 0.748
C -4.212 1.787 -0.054 0.2 0.2 0.0 -1.186
O -2.054 1.471 -1.471 0.3 -0.3 0.3 -0.689
H -3.754 -5.203 0.779 0.0 0.0 0.0 0.379
H -3.731 -5.188 -0.985 0.0 0.0 0.0 0.373
H -5.222 -4.806 -0.120 0.0 0.0 0.0 0.337
H -3.623 -3.112 2.047 0.0 0.0 0.0 0.333
H -2.936 -0.736 2.066 0.0 0.0 0.0 0.366
H -3.055 -0.654 -2.204 0.0 0.0 0.0 0.539
H -3.729 -3.048 -2.227 0.0 0.0 0.0 0.308
H -4.718 1.380 -0.928 0.0 0.0 0.0 0.362
H -4.159 2.873 -0.111 0.0 0.0 0.0 0.443
H -4.698 1.470 0.868 0.0 0.0 0.0 0.399
C 3.567 -1.395 0.273 0.0 -0.1 0.0 -1.230
N 3.504 0.035 0.487 0.0 0.0 0.0 0.318
C 3.144 0.957 -0.441 -0.1 0.2 0.1 -0.565
Se 2.580 0.736 -2.164 0.3 -0.4 -0.2 -0.153
N 3.209 2.168 0.164 0.1 0.0 0.1 0.225
C 3.594 2.037 1.483 0.1 -0.1 -0.1 0.293
C 3.820 2.959 2.490 0.1 0.0 0.1 -0.688
C 4.225 2.463 3.723 0.1 0.1 -0.1 -0.646
C 4.387 1.093 3.938 0.1 -0.1 0.0 -0.730
C 4.169 0.170 2.922 0.1 0.0 0.0 -0.497
C 3.784 0.668 1.689 0.0 0.0 0.0 0.760
H 3.210 -1.597 -0.734 0.0 0.0 0.0 0.243
H 2.924 -1.903 0.991 0.0 0.0 0.0 0.393
H 4.597 -1.743 0.373 0.0 0.0 0.0 0.443
H 2.817 2.985 -0.282 -0.1 0.0 -0.1 0.346
H 3.686 4.019 2.321 0.0 0.0 0.0 0.489
H 4.410 3.153 4.536 0.0 0.0 0.0 0.357
H 4.685 0.741 4.916 0.0 0.0 0.0 0.364
H 4.290 -0.892 3.086 0.0 0.0 0.0 0.445
```
Positions in Å, forces in eV/Å.

---

Record 2
Formula: C18H41BO17PS3
Source: the OMol25 dataset
Level of theory: wB97M-V/def2-TZVPD

Output
Frontier orbital gap ... 5.082 eV
Net charge ... -1

```
81
Properties=species:S:1:pos:R:3:forces:R:3:mulliken_charge:R:1
C 1.243 3.773 0.064 0.1 -0.4 -0.3 -0.503
C 2.024 3.444 1.330 -0.1 0.6 0.0 -0.466
O 1.669 2.221 1.933 0.1 0.0 0.0 -0.482
C 1.543 1.097 1.061 -0.2 -0.3 -0.2 -0.118
P 3.132 0.444 0.222 0.4 0.0 0.2 0.253
B 4.844 -0.231 -0.467 -0.2 -0.2 -0.3 0.986
C 5.667 -1.406 0.216 0.6 0.5 0.0 -1.055
O 5.465 0.396 -1.571 0.4 -0.6 0.3 -0.646
O 2.422 0.621 -1.407 -0.1 0.0 -0.1 -0.637
C 2.193 -0.617 -1.986 -0.1 -0.3 -0.3 -0.477
C 1.741 -1.586 -0.868 -0.5 0.4 -0.7 0.242
C 0.206 -1.510 -0.792 -0.1 -0.3 0.2 0.526
C -0.406 -2.359 0.339 0.3 0.2 0.1 -0.842
C -1.228 -1.569 1.354 -0.3 -0.2 -0.2 1.009
C -2.483 -0.912 0.741 0.1 0.2 0.4 -1.491
C -2.335 0.565 0.366 0.1 -0.2 0.0 0.382
O -2.316 0.685 -1.046 -0.1 0.2 0.0 -0.375
C -2.096 2.006 -1.505 -0.1 -0.2 -0.2 -0.289
O 2.388 -1.194 0.288 0.0 -0.4 0.2 -0.581
H 0.218 3.412 0.163 0.0 0.2 0.0 -0.153
H 1.231 4.844 -0.140 0.0 0.0 0.1 0.421
H 1.675 3.268 -0.805 0.0 -0.1 0.1 0.205
H 3.097 3.510 1.131 0.0 -0.2 0.0 0.329
H 1.815 4.214 2.084 -0.1 -0.1 0.1 0.415
H 0.747 1.259 0.321 0.1 0.2 0.0 0.083
H 1.203 0.282 1.699 0.1 0.1 0.1 0.089
H 3.697 1.779 0.060 -0.1 0.1 0.3 -0.254
H 3.670 0.246 1.581 0.0 0.1 -0.1 -0.252
H 5.624 -1.393 1.306 -0.2 -0.2 0.0 0.294
H 5.292 -2.368 -0.146 -0.2 0.0 0.1 0.307
H 6.723 -1.347 -0.079 0.0 0.0 0.0 0.261
H 5.062 0.110 -2.391 -0.4 0.4 -0.2 0.283
H 1.402 -0.568 -2.743 0.0 0.2 0.0 0.119
H 3.073 -0.999 -2.545 0.2 -0.1 0.3 0.025
H 1.947 -2.630 -1.157 0.4 0.0 0.2 0.362
H -0.119 -0.469 -0.731 0.1 0.0 0.1 -0.451
H -0.164 -1.892 -1.748 0.0 0.1 -0.1 -0.009
H -1.054 -3.131 -0.089 0.0 0.0 0.0 0.421
H 0.401 -2.880 0.864 0.0 0.0 0.0 0.331
H -0.609 -0.820 1.854 0.0 0.0 -0.1 -0.001
H -1.578 -2.255 2.127 0.1 0.0 0.0 -0.610
H -3.293 -1.000 1.471 -0.1 0.0 -0.1 0.379
H -2.787 -1.459 -0.154 -0.1 0.0 0.0 0.308
H -3.157 1.167 0.778 -0.1 0.0 -0.1 0.522
H -1.401 0.952 0.796 0.0 0.1 -0.1 -0.139
H -1.172 2.032 -2.087 0.1 0.1 0.1 0.181
H -2.925 2.298 -2.159 0.0 0.0 0.0 0.326
H -2.044 2.724 -0.684 0.1 0.0 0.0 -0.159
C -1.766 4.280 3.225 0.2 0.1 0.2 -0.306
C -2.921 5.224 3.501 -0.1 -0.2 0.0 -0.377
O -2.929 6.107 2.368 0.2 -0.1 0.0 -0.329
S -2.464 5.301 1.061 0.1 -0.1 0.2 1.110
O -3.606 4.872 0.335 0.0 0.0 -0.1 -0.573
O -1.431 6.045 0.438 -0.1 0.1 -0.1 -0.560
O -1.848 4.041 1.817 -0.3 0.0 -0.1 -0.159
H -0.800 4.737 3.447 0.0 0.0 0.0 0.219
H -1.852 3.333 3.751 0.0 -0.1 -0.1 0.338
H -2.784 5.808 4.407 0.0 0.1 -0.1 0.319
H -3.875 4.694 3.540 0.0 0.0 0.0 0.288
C -0.921 0.880 -6.048 0.2 0.0 -0.1 -0.333
C -1.555 -0.098 -7.019 -0.2 0.1 0.0 -0.421
O -1.230 -1.384 -6.479 0.2 0.2 0.0 -0.327
S -1.197 -1.299 -4.872 -0.1 0.1 0.0 1.119
O -2.443 -1.746 -4.366 0.0 0.0 0.1 -0.585
O 0.031 -1.852 -4.435 -0.1 -0.2 -0.1 -0.496
O -1.149 0.294 -4.764 -0.2 -0.1 0.0 -0.166
H 0.155 0.971 -6.209 0.0 0.0 0.0 0.281
H -1.383 1.864 -6.077 0.0 0.0 0.1 0.309
H -1.150 -0.021 -8.024 0.1 -0.1 0.0 0.307
H -2.642 0.010 -7.046 0.0 0.0 0.0 0.298
C -0.472 -6.584 2.918 0.2 -0.1 0.1 -0.342
C -1.300 -6.866 4.157 -0.2 0.0 -0.1 -0.383
O -1.175 -5.673 4.936 0.2 -0.1 -0.1 -0.327
S -1.064 -4.398 3.960 0.0 -0.2 0.0 1.127
O -2.351 -3.815 3.834 0.0 0.1 0.0 -0.561
O 0.065 -3.643 4.355 -0.1 0.1 0.1 -0.527
O -0.742 -5.211 2.622 -0.2 0.0 0.1 -0.194
H 0.596 -6.700 3.110 0.0 0.0 0.0 0.287
H -0.762 -7.194 2.067 0.0 0.1 -0.1 0.298
H -0.928 -7.710 4.732 0.0 0.1 0.1 0.314
H -2.353 -7.020 3.910 0.0 0.0 0.0 0.285
```
Positions in Å, forces in eV/Å.

---

Record 3
Formula: C30H84F3NaO28
Source: the OMol25 dataset
Level of theory: wB97M-V/def2-TZVPD

Output
Frontier orbital gap (alpha / beta) ... 9.167 / 4.357 eV
Net charge ... +1
<S²> ... 0.754
Spin multiplicity ... 2

```
146
Properties=species:S:1:pos:R:3:forces:R:3:lowdin_spin:R:1
Na 1.306 2.628 -1.401 -0.5 0.4 -0.3 0.001
C 1.297 0.115 0.615 0.0 0.9 -3.9 0.067
O 0.238 0.540 -0.280 1.5 1.4 1.1 -0.002
O 2.447 0.721 -0.016 -1.8 -1.1 2.4 0.833
C 1.035 0.193 2.145 3.2 2.4 1.2 0.023
F 0.321 -0.805 2.455 -2.6 -2.0 0.4 0.003
F 2.166 0.059 2.905 0.1 0.2 -1.3 0.001
F 0.510 1.348 2.582 -0.5 -0.2 -0.9 0.007
C -0.988 -0.139 -0.220 -0.5 -0.8 1.0 0.000
C -1.879 0.387 -1.284 -1.1 -0.2 -0.3 0.000
H -2.160 1.432 -1.160 0.6 0.1 -0.2 0.000
H -1.487 0.120 -2.266 0.2 0.5 0.0 0.000
H -2.835 -0.136 -1.260 -0.1 -0.3 0.2 0.000
H -1.369 -0.049 0.797 -0.6 0.3 0.0 0.000
H -0.842 -1.212 -0.345 0.3 -0.3 -0.2 0.001
H 1.283 -0.949 0.375 1.1 -0.7 0.4 0.034
C -4.173 2.144 1.287 -0.3 -0.2 -1.1 0.000
C -5.677 2.434 1.387 1.5 0.4 1.4 0.000
O -6.330 2.184 0.206 -0.7 -0.2 -1.5 0.000
O -3.492 2.559 2.445 0.2 -0.4 0.0 0.000
H -3.731 2.598 0.400 -0.1 0.9 0.0 0.000
H -3.980 1.102 1.033 -0.3 -0.5 0.5 0.000
H -5.772 3.486 1.657 0.0 0.1 0.3 0.000
H -6.070 1.832 2.207 -0.2 -0.1 0.0 0.000
H -6.663 3.029 -0.104 -0.2 -0.2 -0.3 0.000
H -3.444 1.760 2.976 0.1 0.2 0.5 0.000
C 4.234 -3.016 0.812 -0.7 -1.1 1.2 0.000
C 5.613 -2.934 1.440 1.2 -0.4 0.6 0.000
O 5.758 -3.809 2.570 -1.2 0.2 -0.1 0.000
O 4.170 -2.522 -0.488 0.0 -0.4 -0.5 0.001
H 3.432 -2.566 1.396 0.3 0.7 0.6 0.000
H 3.874 -4.044 0.850 0.5 -0.4 -0.4 0.000
H 5.831 -1.902 1.717 0.0 0.3 0.1 0.000
H 6.408 -3.239 0.760 -0.4 0.2 -0.7 0.000
H 6.624 -3.720 2.975 0.1 0.2 -0.2 0.000
H 4.462 -1.607 -0.471 0.5 0.5 -0.3 0.000
C 5.458 1.460 2.157 -0.5 -0.5 -0.4 0.001
C 4.497 2.637 2.420 1.8 -0.3 1.8 0.001
O 3.963 3.168 1.268 -0.6 0.4 -1.4 0.015
O 6.030 0.947 3.322 0.1 0.2 1.3 0.000
H 6.282 1.732 1.496 -0.3 0.4 -0.5 0.000
H 4.892 0.632 1.732 -0.3 0.1 -0.7 0.000
H 5.101 3.414 2.889 0.0 0.2 0.0 0.001
H 3.728 2.410 3.158 -0.1 -0.4 0.0 0.000
H 3.299 2.548 0.957 -0.1 0.0 -0.1 0.003
H 6.272 0.031 3.162 0.1 0.1 0.1 0.000
C 2.101 -2.671 -2.688 0.2 -0.2 -1.6 0.000
C 2.379 -4.201 -2.668 -0.4 0.2 0.8 0.000
O 2.340 -4.824 -1.381 -0.1 0.4 -0.7 0.000
O 3.248 -1.913 -3.080 -0.3 0.2 0.3 0.001
H 1.564 -2.230 -1.848 0.3 -0.4 0.7 0.000
H 1.449 -2.472 -3.539 -0.4 -0.2 -0.2 0.000
H 3.346 -4.375 -3.140 0.1 0.2 -0.1 0.000
H 1.641 -4.714 -3.284 -0.1 0.0 0.2 0.000
H 2.986 -4.361 -0.842 0.1 0.0 0.1 0.000
H 3.976 -2.153 -2.502 0.1 -0.1 0.3 0.000
C 0.417 2.566 -4.903 0.0 -1.0 -1.3 0.000
C 0.364 1.204 -4.334 1.1 -1.5 1.1 0.000
O 1.693 0.618 -4.224 -0.6 0.9 -0.7 0.000
O 0.957 3.391 -3.959 0.6 1.8 1.6 0.000
H -0.603 2.841 -5.176 -0.2 0.2 -0.1 0.000
H 1.083 2.653 -5.762 -0.3 -0.6 -0.6 0.000
H -0.356 0.577 -4.859 0.2 -0.2 -0.3 0.000
H 0.036 1.279 -3.297 -0.7 0.3 0.0 0.000
H 1.697 -0.142 -3.638 0.0 -0.3 0.0 0.000
H 1.033 4.233 -4.413 0.3 0.5 0.6 0.000
C -0.649 -4.449 1.754 0.2 1.4 -0.8 0.000
C -2.029 -3.777 1.798 0.9 -0.3 -0.3 0.000
O -3.032 -4.577 1.263 -0.4 -1.1 0.9 0.000
O -0.167 -4.486 0.420 -0.2 -0.6 -0.5 0.000
H -0.550 -5.459 2.150 -0.6 0.2 0.6 0.000
H 0.078 -3.790 2.230 -0.1 0.0 0.8 0.000
H -2.122 -2.928 1.120 1.4 0.8 0.3 0.000
H -2.127 -3.429 2.826 -0.8 -0.1 0.3 0.000
H -3.452 -4.027 0.597 -0.6 -0.4 -0.6 0.000
H -0.186 -5.425 0.222 0.3 0.1 -0.8 0.000
C -4.768 -1.985 0.120 -0.5 0.0 -0.3 0.000
C -5.805 -2.358 1.230 0.1 -2.3 -1.7 0.000
O -6.432 -1.369 1.937 0.1 2.0 0.7 0.000
O -4.386 -3.153 -0.676 -0.6 0.7 2.0 0.000
H -3.923 -1.481 0.588 0.5 -0.2 0.1 0.000
H -5.198 -1.259 -0.570 -0.3 0.2 0.0 0.000
H -5.360 -3.063 1.932 0.2 0.1 0.0 0.000
H -6.609 -2.898 0.730 0.3 -0.6 -0.4 0.000
H -7.164 -1.041 1.410 0.0 0.2 0.1 0.000
H -3.890 -2.859 -1.444 0.0 0.3 -0.5 0.000
C 0.579 2.701 5.694 0.5 0.0 0.3 0.000
C -0.807 2.541 5.194 -0.7 -1.8 -1.8 0.000
O -1.812 3.199 5.864 -0.8 1.4 0.9 0.000
O 1.097 3.954 5.313 0.2 0.5 -0.5 0.000
H 1.181 1.878 5.309 0.3 0.2 -0.1 0.000
H 0.677 2.733 6.779 -0.5 -0.9 0.2 0.000
H -1.090 1.498 5.049 0.2 -0.6 0.7 0.000
H -0.980 2.879 4.172 1.4 0.0 -0.6 0.000
H -1.965 3.903 5.230 -0.9 0.5 0.8 0.000
H 0.592 4.530 5.891 0.3 0.7 -0.1 0.000
C -2.540 -1.945 -4.134 -0.2 0.8 0.5 0.000
C -2.115 -2.617 -5.416 1.1 -0.6 1.3 0.000
O -3.121 -3.191 -6.171 -0.6 0.3 -0.6 0.000
O -2.962 -2.717 -2.996 0.0 0.1 -0.9 0.000
H -3.322 -1.213 -4.337 -0.4 -0.3 0.0 0.000
H -1.707 -1.323 -3.809 0.4 0.0 -0.1 0.000
H -1.407 -3.408 -5.170 0.4 -0.2 0.3 0.000
H -1.526 -1.886 -5.970 -0.1 0.3 -0.1 0.000
H -2.769 -3.115 -7.061 -0.6 -0.4 -0.4 0.000
H -2.254 -3.306 -2.726 0.2 -0.2 -0.1 0.000
C -0.627 4.231 0.478 -1.9 0.6 1.2 0.000
C -1.550 4.633 -0.718 2.4 0.6 0.7 0.000
O -1.123 3.823 -1.754 0.5 -1.2 -1.0 0.000
O 0.789 4.384 0.349 -0.3 -0.1 -1.2 0.001
H -0.810 3.203 0.789 -0.3 -0.2 -0.1 0.000
H -0.933 4.884 1.295 -0.2 -0.2 0.3 0.000
H -1.286 5.661 -0.969 -0.2 0.4 0.1 0.000
H -2.635 4.591 -0.624 0.0 -0.3 0.9 0.000
H -1.771 3.887 -2.459 -0.1 -0.2 -0.7 0.000
H 1.080 4.791 1.168 0.4 0.0 -0.1 0.000
C -5.598 3.021 -3.651 -1.1 0.0 0.4 0.000
C -4.151 2.577 -3.300 -2.0 -0.6 0.0 0.000
O -3.199 3.564 -3.616 0.0 -0.3 -0.2 0.000
O -5.796 3.403 -4.997 1.3 0.3 -0.7 0.000
H -5.930 3.838 -3.010 0.4 0.3 0.3 0.000
H -6.363 2.256 -3.514 0.6 -0.7 0.8 0.000
H -3.975 1.627 -3.805 0.4 0.0 -0.4 0.000
H -4.116 2.316 -2.242 0.0 0.4 0.1 0.000
H -3.260 3.571 -4.574 0.3 0.7 -0.3 0.000
H -6.732 3.402 -5.211 0.0 0.0 0.1 0.000
C 0.779 -1.286 5.763 -0.1 -0.9 -0.9 0.000
C 1.596 -2.313 4.925 -0.6 -0.3 0.3 0.000
O 1.797 -3.481 5.722 0.3 0.8 -0.5 0.000
O 1.397 -1.112 6.996 0.9 0.3 0.8 0.000
H -0.189 -1.742 5.970 -0.3 0.0 -0.5 0.000
H 0.674 -0.314 5.282 -0.2 0.0 -0.5 0.000
H 2.529 -1.932 4.510 0.3 0.3 0.5 0.000
H 1.073 -2.672 4.040 -0.5 0.3 0.1 0.000
H 2.398 -3.155 6.397 0.1 -0.4 0.5 0.000
H 0.769 -0.663 7.567 0.1 0.0 0.2 0.000
C 5.263 0.530 -2.239 0.1 1.1 -0.8 0.000
C 6.127 -0.327 -3.090 -0.4 -1.5 -0.7 0.000
O 7.447 -0.348 -2.693 1.8 0.5 0.6 0.000
O 5.100 0.027 -0.933 -0.2 -0.1 0.3 0.006
H 4.306 0.766 -2.704 -0.2 -0.5 -0.2 0.000
H 5.792 1.482 -2.267 0.1 0.4 0.7 0.000
H 6.080 -0.008 -4.131 -0.5 -0.1 -0.1 0.000
H 5.898 -1.390 -3.006 -0.8 0.0 -0.3 0.000
H 7.937 0.327 -3.170 0.2 0.1 0.1 0.000
H 4.250 0.362 -0.638 0.1 0.2 0.4 -0.001
```
Positions in Å, forces in eV/Å.

---

Record 4
Formula: CHO6S
Source: the OMol25 dataset
Level of theory: wB97M-V/def2-TZVPD

Output
Frontier orbital gap (alpha / beta) ... 7.883 / 8.407 eV
Net charge ... -1
Relative energy (zero: lowest compared OMol25 entry of this formula, charge and spin) ... 485.63 kJ/mol

```
9
Properties=species:S:1:pos:R:3:forces:R:3:nbo_charge:R:1
C -0.019 -0.930 -0.162 -0.6 1.5 1.3 0.729
O 1.261 1.381 1.246 -0.9 -0.7 -1.5 -0.957
O 0.311 -1.888 -0.750 -1.0 -0.5 -0.1 -0.512
O 2.509 -0.342 0.161 -0.8 0.2 -0.6 -0.945
O 1.030 1.080 -1.210 -0.5 1.0 -1.7 -0.950
O -2.626 -0.308 0.169 -1.8 0.7 -0.2 -0.677
O -0.800 -0.134 0.424 -0.1 -1.5 -0.9 -0.404
S 1.315 0.512 0.058 4.6 0.7 3.5 2.289
H -2.981 0.628 0.063 1.2 -1.3 0.2 0.427
```
Positions in Å, forces in eV/Å.